[1]
Here is C5H6O in the gas phase at a distorted geometry from the OMol25 dataset. Energies are from the ωB97M-V functional and the def2-TZVPD basis.

The charge is 0. The calculation puts the energy above the lowest of the compared OMol25 structures with the same formula, charge and spin at 228.5 kJ/mol. The value obtained for the HOMO-LUMO gap is 10.1 eV. As for the total energy: -269.25923 hartree.

Atoms and positions in Å:
C 2.53 -0.14 -0.52
C 1.36 0.40 -0.39
C 0.07 0.51 -0.46
C -0.73 -0.03 0.69
C -2.17 -0.22 0.34
O -2.63 0.01 -0.75
H 2.33 -0.82 -1.34
H 3.46 0.19 -0.05
H -0.43 0.97 -1.30
H -0.31 -0.97 1.07
H -0.66 0.68 1.53
H -2.81 -0.58 1.17

In elementary charge units, the Löwdin charges are:
1 C 0.007
2 C -0.130
3 C -0.122
4 C -0.167
5 C -0.265
6 O 0.050
7 H 0.074
8 H 0.060
9 H 0.116
10 H 0.132
11 H 0.125
12 H 0.120

---

[2]
Here is a molecular structure, C2H3N4 at a distorted geometry from the OMol25 dataset. Energies are from the ωB97M-V functional and the def2-TZVPD basis.

The charge is +1. The calculation puts the energy above the lowest of the compared OMol25 structures with the same formula, charge and spin at 414.2 kJ/mol. The value obtained for the HOMO-LUMO gap (spin up / spin down) is 8.0 / 7.8 eV. As for the total energy: -296.46762 hartree.

Atoms and positions in Å:
C -1.00 0.87 -0.28
C 1.36 0.04 -0.04
N -2.12 -0.49 0.27
N -0.83 -0.99 0.45
N -2.23 0.68 -0.23
N -0.05 -0.02 0.14
H 1.74 -0.45 0.78
H 1.49 -0.69 -0.78
H 1.64 1.04 -0.30

In elementary charge units, the Löwdin charges are:
1 C 0.187
2 C 0.088
3 N 0.144
4 N 0.200
5 N 0.147
6 N -0.109
7 H 0.100
8 H 0.113
9 H 0.130

---

Question: charge of number 2 (C2H3N4)?
Answer: +1

---

Question: Among the records above, which one has the highest charge?
Answer: C2H3N4